Entry 1:
A molecular structure, C36H27IN2O4PPdS2, computed with the ωB97M-V functional and the def2-TZVPD basis.

Geometry (Å):
1 Pd 0.04266 -0.52575 -0.09143
2 C 3.65647 -1.30878 0.60518
3 O 2.50913 -0.71120 1.20779
4 C 2.30415 -0.89040 2.51788
5 C 3.23912 -1.45784 3.38192
6 C 2.96925 -1.54040 4.73463
7 C 1.76963 -1.06091 5.26210
8 C 0.83717 -0.50744 4.42060
9 C 1.07334 -0.42451 3.03792
10 N 0.11034 0.05872 2.16242
11 N -0.71876 0.87111 2.71593
12 C -1.90883 1.18176 2.21466
13 C -2.63748 0.37840 1.21444
14 O -2.07743 -0.51922 0.56226
15 C -4.04040 0.65820 1.00434
16 C -4.62963 1.70312 1.60964
17 C -3.92121 2.57858 2.51842
18 C -4.56843 3.66917 3.09521
19 C -3.89103 4.50097 3.96966
20 C -2.55855 4.24358 4.27919
21 C -1.90453 3.16394 3.71964
22 C -2.57382 2.31617 2.82937
23 H 4.56937 -0.84141 0.97972
24 H 3.54494 -1.12169 -0.45896
25 H 3.67162 -2.38345 0.79861
26 H 4.18381 -1.81464 3.00159
27 H 3.70786 -1.98039 5.39033
28 H 1.56989 -1.13717 6.32069
29 H -0.10960 -0.15418 4.80262
30 H -4.56262 0.01478 0.31056
31 H -5.67217 1.92458 1.41668
32 H -5.60620 3.85797 2.85358
33 H -4.39682 5.34802 4.41158
34 H -2.02904 4.89331 4.96214
35 H -0.87130 2.96340 3.96316
36 S -1.13426 -1.53525 -2.05504
37 P 0.01501 -3.22026 -1.57368
38 S 0.35153 -3.01247 0.37202
39 C 1.45228 -3.17099 -2.64921
40 C 2.31190 -4.27039 -2.59204
41 C 3.45058 -4.29168 -3.37529
42 C 3.72932 -3.22553 -4.22226
43 C 2.87491 -2.13619 -4.28277
44 C 1.73702 -2.10226 -3.48937
45 C -0.89104 -4.71039 -1.97719
46 C -1.50395 -5.45761 -0.97770
47 C -2.22208 -6.59382 -1.31772
48 C -2.33447 -6.97222 -2.64622
49 C -1.72564 -6.22200 -3.64648
50 C -0.99990 -5.09306 -3.31478
51 H 2.08842 -5.10838 -1.94168
52 H 4.11856 -5.14057 -3.33262
53 H 4.61799 -3.24793 -4.83874
54 H 3.09247 -1.30768 -4.94260
55 H 1.09623 -1.23088 -3.51521
56 H -1.41643 -5.15280 0.05715
57 H -2.69280 -7.18250 -0.54277
58 H -2.89790 -7.85772 -2.90787
59 H -1.81224 -6.52230 -4.68131
60 H -0.51391 -4.51758 -4.09356
61 I 5.93625 5.46261 -2.93723
62 C 4.51650 4.07077 -2.32557
63 C 3.41234 4.49197 -1.59473
64 C 2.46906 3.56410 -1.18903
65 C 2.62859 2.22154 -1.51115
66 C 3.73681 1.80884 -2.24344
67 C 4.68432 2.73062 -2.65294
68 C 1.62261 1.22717 -1.06849
69 O 0.61705 1.58881 -0.39131
70 O 1.77854 -0.00126 -1.36067
71 H 3.29174 5.53705 -1.34602
72 H 1.60406 3.87298 -0.61915
73 H 3.84992 0.76173 -2.48910
74 H 5.54697 2.41312 -3.22118

The LUMO energy (alpha / beta) comes out at -3.56 / -5.92 eV. The HOMO energy (alpha / beta) comes out at -10.5 / -10.6 eV. Its gap between HOMO and LUMO (alpha / beta) is 7.0 / 4.7 eV. As for the multiplicity: 5. The expectation value of S² is 6.086. Its calculated total energy is -3361.579863 Ha. The charge is +1. The value obtained for the energy relative to the best compared isomer or geometry (same formula, charge and spin) is 7.3 kJ/mol.

***

Entry 2:
A molecular structure, C36H28BF5IrN6S, computed with the ωB97M-V functional and the def2-TZVPD basis.

Geometry (Å):
1 Ir 0.17341 -0.10653 0.02202
2 C -2.86566 -0.65812 -4.35080
3 C -2.34071 -1.12588 -3.03989
4 C -2.27387 -2.42184 -2.53449
5 C -1.65102 -2.32884 -1.29289
6 N -1.35347 -1.03625 -1.07921
7 N -1.77738 -0.31009 -2.13448
8 B -1.76123 1.21550 -2.02962
9 N -0.32225 1.71958 -2.15282
10 N 0.49860 1.56297 -1.10601
11 C 1.58438 2.31454 -1.27527
12 C 1.46421 2.97016 -2.49880
13 C 0.24049 2.56621 -3.03385
14 C -0.36215 2.89795 -4.35390
15 C 2.62572 2.34620 -0.25922
16 C 3.90359 2.80948 -0.54712
17 C 4.88284 2.80034 0.43449
18 C 4.58501 2.35679 1.71828
19 C 3.31318 1.88268 2.01091
20 C 2.34378 1.87161 1.02363
21 N -2.19875 1.55184 -0.59525
22 N -1.51013 1.07958 0.46755
23 C -2.07199 1.54388 1.59310
24 C -3.15933 2.33990 1.22088
25 C -3.21230 2.32087 -0.16237
26 C -4.17441 3.01080 -1.06648
27 C -1.57818 1.24888 2.95020
28 C -0.46168 0.44236 3.18728
29 C -0.00160 0.19914 4.46851
30 C -0.66352 0.76066 5.55030
31 C -1.77795 1.55563 5.33826
32 C -2.23151 1.79712 4.05056
33 C -1.31782 -3.36712 -0.32343
34 C -1.26386 -4.70264 -0.70636
35 C -0.84129 -5.66902 0.19420
36 C -0.48860 -5.31606 1.49213
37 C -0.57700 -3.99214 1.89459
38 C -0.99023 -3.02428 0.99262
39 H -3.15784 -1.51130 -4.95745
40 H -2.10188 -0.09790 -4.88967
41 H -3.73418 -0.01044 -4.22619
42 H -2.67230 -3.30810 -2.99817
43 H -2.47997 1.72613 -2.82337
44 H 2.14909 3.67932 -2.93090
45 H 0.35292 3.45001 -4.95772
46 H -1.26343 3.50212 -4.24384
47 H -0.63245 1.98421 -4.88229
48 H 4.13644 3.15646 -1.54564
49 H 5.88310 3.13877 0.19920
50 H 5.34184 2.38201 2.49049
51 H 3.08419 1.52623 3.00695
52 H 1.33383 1.49414 1.25252
53 H -3.83283 2.86632 1.87401
54 H -4.89993 3.55518 -0.46775
55 H -4.70906 2.29729 -1.69317
56 H -3.66201 3.72076 -1.71573
57 H 0.05983 -0.00672 2.34301
58 H 0.86826 -0.42258 4.63612
59 H -0.30990 0.57692 6.55574
60 H -2.29782 1.99267 6.17982
61 H -3.10295 2.42025 3.90282
62 H -1.52930 -4.98831 -1.71577
63 H -0.77202 -6.70188 -0.11978
64 H -0.15931 -6.07530 2.18840
65 H -0.32388 -3.71543 2.90996
66 H -1.10954 -1.98834 1.32192
67 F 7.14890 -2.48835 -0.44264
68 C 5.84742 -2.41444 -0.46237
69 C 5.23157 -1.17924 -0.70653
70 F 5.97190 -0.11088 -0.94135
71 C 3.86624 -1.10225 -0.70597
72 F 3.27580 0.04174 -0.98458
73 C 3.05524 -2.23352 -0.46089
74 S 1.34870 -2.20079 -0.50717
75 C 3.71036 -3.47137 -0.25133
76 F 2.98696 -4.55286 -0.04480
77 C 5.08015 -3.56108 -0.24947
78 F 5.67520 -4.72369 -0.07119

The LUMO energy (alpha / beta) comes out at -7.79 / -8.92 eV. The HOMO energy (alpha / beta) comes out at -13.7 / -13.7 eV. Its gap between HOMO and LUMO (alpha / beta) is 5.9 / 4.8 eV. As for the multiplicity: 2. The expectation value of S² is 0.779. Its calculated total energy is -2743.363961 Ha. The charge is +2. The value obtained for the energy relative to the best compared isomer or geometry (same formula, charge and spin) is 182.1 kJ/mol.

***

Entry 3:
3 unconnected molecules or ions with the total composition C36H28BrFN2O8, computed with the ωB97M-V functional and the def2-TZVPD basis.

Geometry (Å):
1 C -2.53485 -8.77172 -0.25044
2 C -3.21925 -8.77011 -1.59214
3 O -2.87097 -9.46100 -2.49896
4 N -4.37988 -7.88364 -1.85176
5 C -5.54490 -8.34416 -1.09527
6 C -6.86062 -8.29684 -1.83496
7 O -5.44162 -8.79405 0.00797
8 C -4.14504 -6.44019 -1.86107
9 N -5.14538 -5.70568 -2.60073
10 O -4.16379 -5.95125 -0.49226
11 C -5.08083 -5.04550 -0.13192
12 O -6.20474 -5.25834 0.14557
13 Br -4.34117 -3.27888 -0.00691
14 C -2.74643 -6.16610 -2.46114
15 C -2.54875 -4.79294 -3.06032
16 F -1.81677 -6.35799 -1.44784
17 H -2.40540 -9.81554 0.05264
18 H -1.53871 -8.33503 -0.38259
19 H -3.08352 -8.22263 0.50770
20 H -7.46806 -9.14958 -1.52374
21 H -6.71421 -8.28952 -2.91580
22 H -7.39692 -7.38350 -1.54302
23 H -6.07500 -6.03890 -2.37358
24 H -5.01760 -5.87922 -3.59413
25 H -2.55741 -6.94484 -3.21050
26 H -1.47454 -4.66971 -3.23463
27 H -2.90626 -4.00000 -2.40165
28 H -3.04777 -4.71133 -4.03023
29 O 0.81687 -1.80867 -1.55654
30 C 0.78954 -0.65664 -1.18011
31 C 1.82902 0.32291 -1.61202
32 C 2.83483 -0.09712 -2.47409
33 C 3.79693 0.80130 -2.90396
34 C 3.75770 2.12510 -2.47913
35 C 2.76084 2.54783 -1.61606
36 C 1.79712 1.64818 -1.17521
37 C 0.74729 2.12650 -0.23000
38 O 0.76315 3.26141 0.19530
39 C -0.30597 1.15572 0.18207
40 C -1.31854 1.58380 1.03311
41 C -2.31648 0.70371 1.41655
42 C -2.30117 -0.60878 0.95685
43 C -1.28995 -1.04311 0.11753
44 C -0.28960 -0.16301 -0.27591
45 H 2.84762 -1.12885 -2.79821
46 H 4.57903 0.47219 -3.57561
47 H 4.50499 2.82775 -2.82434
48 H 2.71004 3.57441 -1.27772
49 H -1.31138 2.60859 1.37910
50 H -3.10880 1.03853 2.07317
51 H -3.07835 -1.29768 1.25839
52 H -1.26363 -2.06333 -0.24270
53 O 3.17067 7.48554 5.14174
54 C 3.59645 7.39292 4.01044
55 C 4.18349 8.57223 3.30843
56 C 4.25853 9.78523 3.98238
57 C 4.81440 10.88911 3.35873
58 C 5.29852 10.78723 2.05899
59 C 5.22047 9.58311 1.38045
60 C 4.66170 8.47220 2.00099
61 C 4.57744 7.18926 1.24396
62 O 4.95570 7.11305 0.09425
63 C 4.01258 6.00633 1.95377
64 C 3.94691 4.79160 1.28388
65 C 3.43499 3.67566 1.92146
66 C 2.99123 3.76551 3.23551
67 C 3.04837 4.97466 3.90775
68 C 3.55682 6.09994 3.27023
69 H 3.87859 9.84483 4.99317
70 H 4.87263 11.83280 3.88534
71 H 5.73680 11.65065 1.57559
72 H 5.58694 9.48602 0.36759
73 H 4.30074 4.74115 0.26299
74 H 3.38061 2.73299 1.39250
75 H 2.59407 2.89033 3.73330
76 H 2.70069 5.06504 4.92786

The LUMO energy comes out at -1.10 eV. The HOMO energy comes out at -9.7 eV. Its gap between HOMO and LUMO is 8.6 eV. As for the multiplicity: 1. Its calculated total energy is -4774.008987 Ha. Its structure (SMILES) is CC(=O)N(C(C)=O)[C@@](N)(OC(=O)Br)[C@@H](C)F.O=C1c2ccccc2C(=O)c2ccccc21.O=C1c2ccccc2C(=O)c2ccccc21.